Record 1
DFT (ωB97M-V with the def2-TZVPD basis set) results for the ion C4H6Cl3O5P with charge -2 at a distorted geometry.

```
19
Properties=species:S:1:pos:R:3:forces:R:3
C -1.334678 1.028472 0.344791 0.994 -0.580 -0.338
C 0.278628 -0.775061 1.754588 1.411 -1.016 1.841
C 0.201080 1.102446 0.441949 0.296 2.701 0.652
C 0.887351 0.737539 -0.842038 0.688 -0.131 -0.837
O -1.515797 -1.105236 -1.393911 1.130 -1.183 -0.664
O 0.432529 -1.952354 -2.958676 -0.608 0.321 0.043
O 0.256396 -2.803390 -0.558238 -0.680 -0.224 -0.236
O 0.745661 0.527706 1.586145 0.429 0.675 -1.479
O 1.065104 -0.491992 -0.788611 0.142 -1.394 -1.307
P -0.165677 -1.796498 -1.598149 0.126 -0.783 0.448
Cl 0.721433 2.905045 0.704136 -0.793 0.246 0.536
Cl 2.649917 1.599223 -1.186878 0.158 -0.167 0.304
Cl -0.009696 1.363009 -2.320822 -0.195 0.474 -0.055
H -1.534313 2.071806 0.209852 -1.140 0.248 -0.578
H -1.748625 0.199023 -0.344780 0.881 1.502 0.544
H -1.562883 0.763368 1.340013 -0.902 -0.039 1.290
H 0.283960 -1.425783 0.916839 -0.339 -0.289 -0.917
H -0.645529 -0.702589 2.252424 -1.494 -0.440 0.596
H 0.995137 -1.244733 2.441364 -0.103 0.078 0.156
```
Positions in Å, forces in eV/Å.

Computed properties:
Charge: -2
Largest force on an atom: 0.054 hartree/bohr
Kohn-Sham gap: 6.726 eV
Structure (SMILES): CO[C@@](C)(Cl)C(Cl)(Cl)OP(=O)([O-])[O-]
E: -61340.9328 eV


Record 2
DFT (ωB97M-V with the def2-TZVPD basis set) results for an isolated molecule of C4H6Cl4Si at a distorted geometry.

```
15
Properties=species:S:1:pos:R:3:forces:R:3
C 1.382058 -0.151075 -0.314192 -0.463 0.228 0.418
C 0.172361 -0.084869 0.284786 -0.237 -1.177 -0.336
C -1.055956 0.524994 -0.403116 1.913 -1.554 -0.510
C -0.027438 -0.881417 1.593211 0.474 1.371 -0.319
Si -1.080882 -2.472093 1.579891 0.877 0.406 -0.169
Cl -0.726695 0.245843 2.954368 0.505 -0.898 -1.081
Cl -0.352384 -3.585587 0.030749 -0.327 0.112 -0.242
Cl -0.423942 -3.452520 3.209418 -0.179 -0.298 0.688
Cl -3.112175 -2.327023 1.558687 0.432 0.117 -0.082
H 2.209409 -0.744926 0.071499 -0.227 0.213 0.393
H 1.669286 0.388891 -1.221010 -0.642 -0.219 0.090
H -0.736821 0.704320 -1.439607 -0.717 0.036 0.263
H -1.973408 -0.044781 -0.293337 0.149 -0.693 -0.357
H -1.309095 1.394778 0.077077 -0.414 2.568 0.988
H 1.025160 -1.113678 1.895689 -1.145 -0.212 0.256
```
Positions in Å, forces in eV/Å.

Computed properties:
Largest force on an atom: 0.054 hartree/bohr
Kohn-Sham gap: 10.288 eV
Structure (SMILES): C=C(C)[C@@H](Cl)[Si](Cl)(Cl)Cl
E: -62216.5209 eV


Record 3
DFT (ωB97M-V with the def2-TZVPD basis set) results for an isolated molecule of C4H6ClF at a distorted geometry.

```
12
Properties=species:S:1:pos:R:3:forces:R:3
C 0.142107 -1.551480 -0.526611 -1.929 -0.356 -0.721
C 0.950914 -0.324167 -0.306079 0.075 1.101 -0.407
C 0.530962 0.900338 0.102509 0.716 -0.672 -0.346
C -0.845700 1.161937 0.667718 -0.285 -1.428 0.057
H 0.352138 -2.053859 -1.510724 -0.064 0.844 0.767
H 0.356152 -2.313453 0.209786 0.083 -0.141 0.397
H -1.000543 -1.341439 -0.480391 2.080 -0.326 -0.104
H 1.218062 1.759500 0.130568 -0.135 -0.640 -0.004
H -1.561565 0.334414 0.393334 0.762 1.005 0.502
H -0.794720 1.290715 1.746698 0.153 -0.664 0.077
F 2.275092 -0.559204 -0.684890 -1.425 0.727 0.568
Cl -1.622898 2.696698 0.258083 -0.032 0.551 -0.785
```
Positions in Å, forces in eV/Å.

Computed properties:
Largest force on an atom: 0.041 hartree/bohr
Kohn-Sham gap: 10.579 eV
Structure (SMILES): C/C(F)=C\CCl
E: -19484.4081 eV


Which of these has the lowest largest force on an atom? C4H6ClF